Entry 1:
Below is a structure of composition C28H36Cl5N4O5P2S3W, with properties calculated with the ωB97M-V functional and the def2-TZVPD basis.

Properties
LUMO energy (spin up / spin down) = -0.3 / -0.6 eV
Energy relative to the best compared isomer or geometry (same formula, charge and spin) = 2.2772 eV
⟨S²⟩ = 0.760
E_tot = -161339.78366 eV
Total charge = 0
HOMO-LUMO gap (spin up / spin down) = 0.2487 / 0.2726 Ha
2S+1 = 2

Atoms and positions in Å:
W1 0.66 -0.81 -0.23
O1 -0.41 1.12 0.03
N1 0.06 2.16 0.77
C1 -0.79 3.43 0.80
C2 -0.90 4.04 2.15
C3 -0.18 3.60 3.18
C4 0.72 2.47 3.06
C5 0.81 1.76 1.94
S1 1.86 0.44 1.59
H1 -2.39 4.51 0.04
H2 -1.64 4.82 2.27
H3 -0.30 4.05 4.16
H4 1.29 2.14 3.92
Cl1 -1.74 -3.40 2.74
C6 -2.06 -2.44 1.33
C7 -1.09 -1.70 0.68
C8 -1.38 -1.15 -0.53
Cl2 0.59 -0.05 -2.58
C9 -2.61 -1.18 -1.14
Cl3 -2.89 -0.56 -2.72
C10 -3.63 -1.83 -0.43
Cl4 -5.24 -1.85 -1.07
C11 -3.35 -2.47 0.78
Cl5 -4.61 -3.33 1.58
C12 2.22 -3.44 -2.34
P1 0.68 -3.03 -1.47
C13 -0.59 -3.31 -2.73
C14 0.39 -4.38 -0.28
C15 1.31 -4.25 0.93
P2 1.68 -2.50 1.40
C16 3.49 -2.51 1.47
C17 1.24 -2.30 3.16
H5 2.14 -4.44 -2.77
H6 3.08 -3.38 -1.68
H7 2.36 -2.71 -3.13
H8 -0.38 -4.24 -3.26
H9 -0.59 -2.48 -3.43
H10 -1.57 -3.38 -2.26
H11 0.52 -5.35 -0.77
H12 -0.65 -4.31 0.02
H13 2.28 -4.71 0.73
H14 0.88 -4.77 1.80
H15 3.80 -3.26 2.21
H16 3.85 -1.54 1.79
H17 3.92 -2.73 0.50
H18 1.14 -3.27 3.64
H19 0.32 -1.73 3.27
H20 2.05 -1.75 3.63
C18 -3.81 2.49 -1.49
C19 -2.37 2.88 -1.29
C20 -2.12 3.44 0.08
C21 0.52 3.45 0.10
C22 0.72 3.52 -1.35
C23 -0.12 3.21 -2.34
C24 -1.51 2.80 -2.30
S2 2.31 4.15 -1.84
O2 2.16 5.07 -2.93
O3 2.96 4.58 -0.63
N2 3.05 2.83 -2.47
C25 3.39 1.76 -1.53
C26 3.85 0.53 -2.29
C27 3.76 -0.74 -1.47
O4 4.65 -1.57 -1.51
O5 2.69 -0.91 -0.74
H21 -4.47 3.31 -1.19
H22 -4.06 1.63 -0.87
H23 -4.01 2.24 -2.52
H24 -2.85 3.00 0.77
H25 1.33 3.88 0.67
H26 0.30 3.29 -3.34
H27 -1.89 2.42 -3.24
H28 3.78 3.12 -3.12
H29 2.47 1.52 -0.99
H30 4.13 2.09 -0.80
H31 4.87 0.63 -2.64
H32 3.19 0.39 -3.15
N3 -4.30 -0.24 3.38
C28 -3.08 0.20 3.02
N4 -2.98 0.68 1.75
S3 -1.79 0.18 4.08
H33 -5.04 -0.37 2.71
H34 -4.39 -0.66 4.28
H35 -3.69 0.42 1.09
H36 -2.04 0.75 1.36

---

Entry 2:
Below is a structure of composition C28H36FN6O9SScSe in a non-equilibrium geometry, with properties calculated with the ωB97M-V functional and the def2-TZVPD basis.

Properties
LUMO energy (spin up / spin down) = 4.1 / 4.1 eV
Energy relative to the best compared isomer or geometry (same formula, charge and spin) = 18.6422 eV
E_tot = -156575.41100 eV
Total charge = -2
HOMO-LUMO gap (spin up / spin down) = 0.1894 / 0.1486 Ha

Atoms and positions in Å:
Sc1 -0.31 -0.36 0.07
C1 -2.65 -0.06 -2.63
C2 -1.74 -0.96 -1.81
O1 -2.21 -1.21 -0.63
C3 -0.58 -1.38 -2.38
C4 0.34 -2.28 -1.60
C5 0.33 -3.73 -2.01
N1 1.07 -1.81 -0.64
N2 1.79 -2.76 0.11
C6 0.99 -2.89 1.14
O2 -0.14 -2.33 1.22
C7 1.37 -3.74 2.31
C8 2.49 -4.57 2.22
C9 2.90 -5.34 3.30
C10 2.19 -5.30 4.49
C11 1.07 -4.48 4.60
C12 0.67 -3.71 3.51
H1 -2.77 0.89 -2.14
H2 -3.63 -0.53 -2.77
H3 -2.25 0.14 -3.63
H4 -0.27 -1.12 -3.38
H5 -0.26 -3.87 -2.91
H6 -0.11 -4.34 -1.21
H7 1.35 -4.07 -2.20
H8 3.04 -4.59 1.29
H9 3.77 -5.97 3.20
H10 2.50 -5.90 5.34
H11 0.51 -4.43 5.52
H12 -0.20 -3.06 3.59
C13 -1.33 1.01 4.15
S1 -0.87 0.47 2.46
C14 0.24 1.91 2.11
O3 -2.09 0.63 1.58
H13 -1.78 2.01 4.11
H14 -0.44 1.03 4.78
H15 -2.05 0.30 4.55
H16 1.06 1.90 2.80
H17 -0.33 2.85 2.20
H18 0.64 1.81 1.06
C15 5.12 0.37 -0.66
N3 4.63 0.83 -1.93
C16 5.39 1.30 -2.98
C17 4.57 1.63 -4.00
N4 3.27 1.37 -3.61
C18 2.08 1.58 -4.40
C19 3.32 0.88 -2.34
Se1 1.87 0.38 -1.38
H19 6.21 0.45 -0.64
H20 4.83 -0.68 -0.51
H21 4.71 0.98 0.14
H22 6.47 1.38 -2.97
H23 4.86 2.02 -4.96
H24 2.35 1.98 -5.38
H25 1.42 2.29 -3.89
H26 1.56 0.63 -4.54
O4 -0.30 1.14 -1.09
C20 3.01 1.68 1.97
C21 2.10 0.50 2.27
C22 2.44 -0.38 3.44
O5 1.04 0.21 1.52
H27 3.83 1.73 2.69
H28 2.45 2.62 2.02
H29 3.44 1.57 0.97
H30 3.33 -0.03 3.95
H31 2.61 -1.41 3.09
H32 1.60 -0.38 4.16
F1 -6.48 5.78 -1.29
C23 -6.38 4.43 -1.35
C24 -5.22 3.81 -1.61
N5 -5.12 2.44 -1.68
C25 -3.78 1.83 -1.90
C26 -2.84 1.83 -0.62
O6 -2.84 2.88 0.03
O7 -2.17 0.77 -0.46
C27 -6.20 1.63 -1.43
O8 -6.19 0.42 -1.48
N6 -7.39 2.30 -1.15
C28 -7.58 3.66 -1.12
O9 -8.69 4.15 -0.92
H33 -4.30 4.37 -1.76
H34 -3.28 2.40 -2.69
H35 -3.90 0.77 -2.27
H36 -8.19 1.71 -0.98

---

Entry 3:
Below is a structure of composition C28H36FeP2Si in a non-equilibrium geometry, with properties calculated with the ωB97M-V functional and the def2-TZVPD basis.

Properties
LUMO energy (spin up / spin down) = -3.1 / -3.4 eV
Energy relative to the best compared isomer or geometry (same formula, charge and spin) = 3.3378 eV
⟨S²⟩ = 8.797
E_tot = -90450.00679 eV
Total charge = +1
HOMO-LUMO gap (spin up / spin down) = 0.2088 / 0.2676 Ha
2S+1 = 6

Atoms and positions in Å:
C1 0.93 -3.31 0.17
C2 1.82 -2.54 -0.63
C3 2.78 -1.97 0.23
H1 1.79 -2.41 -1.70
C4 2.58 -2.45 1.54
C5 1.40 -3.29 1.52
H2 1.06 -3.99 2.28
H3 0.24 -4.04 -0.16
H4 3.66 -1.46 -0.08
H5 3.30 -2.33 2.37
Fe1 0.78 -1.15 0.88
C6 0.54 0.00 -0.48
H6 1.58 0.46 -0.56
H7 0.25 -0.63 -1.38
H8 -0.11 0.92 -0.75
Si1 0.93 1.34 -3.45
C7 -0.84 2.21 -3.41
C8 -1.49 1.93 -4.61
H9 -1.05 1.23 -5.32
C9 -2.68 2.61 -4.94
H10 -3.18 2.33 -5.87
C10 -3.24 3.50 -4.03
H11 -4.18 3.99 -4.27
C11 -2.61 3.74 -2.81
H12 -3.13 4.38 -2.11
C12 -1.42 3.11 -2.48
H13 -0.93 3.30 -1.55
C13 2.06 2.75 -2.98
C14 2.33 3.49 -4.15
H14 1.73 3.31 -5.05
C15 3.45 4.36 -4.26
H15 3.69 4.80 -5.23
C16 4.28 4.52 -3.13
H16 5.24 5.07 -3.26
C17 3.95 3.94 -1.92
H17 4.65 4.02 -1.07
C18 2.81 3.09 -1.83
H18 2.55 2.66 -0.87
H19 1.22 -0.44 2.36
H20 1.10 1.21 -4.87
C19 -0.22 0.23 4.55
P1 0.37 -1.13 3.56
C20 1.53 -2.00 4.65
C21 -1.05 -2.36 3.31
C22 -1.28 -3.42 4.18
C23 -2.28 -4.39 3.93
C24 -3.07 -4.25 2.83
C25 -2.90 -3.16 1.96
C26 -1.87 -2.24 2.18
P2 -1.42 -0.91 1.01
C27 -2.17 -1.34 -0.56
C28 -2.40 0.51 1.53
H21 0.32 1.16 4.31
H22 -0.06 -0.03 5.61
H23 -1.29 0.38 4.44
H24 1.25 -1.83 5.68
H25 1.50 -3.13 4.50
H26 2.56 -1.65 4.48
H27 -0.70 -3.52 5.11
H28 -2.40 -5.21 4.62
H29 -3.84 -4.96 2.61
H30 -3.59 -3.03 1.14
H31 -3.15 -1.73 -0.33
H32 -2.24 -0.49 -1.26
H33 -1.64 -2.12 -1.11
H34 -3.41 0.16 1.72
H35 -1.97 0.93 2.47
H36 -2.40 1.29 0.76

---

Entry 4:
Below is the molecule C28H36N2O2, with properties calculated with the ωB97M-V functional and the def2-TZVPD basis.

Properties
LUMO energy = 0.7 eV
Energy relative to the best compared isomer or geometry (same formula, charge and spin) = 0.0000 eV
E_tot = -36695.05516 eV
SMILES string = COc1ccccc1[C@@H](CCNCc1ccc(N(C)C)cc1)c1ccc(OC(C)C)cc1
Total charge = 0
HOMO-LUMO gap = 0.2931 Ha

Atoms and positions in Å:
C1 -1.41 -3.23 2.83
O1 -0.83 -2.54 1.75
C2 -0.97 -1.17 1.69
C3 -1.63 -0.42 2.65
C4 -1.73 0.95 2.51
C5 -1.20 1.58 1.40
C6 -0.53 0.83 0.44
C7 -0.39 -0.54 0.57
C8 0.43 -1.34 -0.42
C9 -0.25 -1.45 -1.80
C10 -0.92 -2.81 -2.02
N1 -2.04 -3.16 -1.18
C11 -3.34 -2.62 -1.54
C12 -3.58 -1.17 -1.19
C13 -3.39 -0.16 -2.12
C14 -3.55 1.17 -1.78
C15 -3.94 1.54 -0.48
N2 -4.14 2.86 -0.16
C16 -3.47 3.88 -0.94
C17 -4.64 3.24 1.13
C18 -4.17 0.51 0.44
C19 -3.98 -0.81 0.09
C20 1.80 -0.70 -0.48
C21 2.14 0.31 -1.38
C22 3.39 0.88 -1.36
C23 4.36 0.48 -0.44
O2 5.55 1.14 -0.51
C24 6.63 0.77 0.34
C25 7.59 1.95 0.33
C26 7.31 -0.50 -0.17
C27 4.03 -0.53 0.47
C28 2.77 -1.10 0.44
H1 -1.20 -4.28 2.65
H2 -2.50 -3.08 2.87
H3 -0.97 -2.93 3.79
H4 -2.06 -0.89 3.51
H5 -2.23 1.52 3.27
H6 -1.28 2.65 1.28
H7 -0.10 1.32 -0.41
H8 0.55 -2.35 -0.02
H9 0.51 -1.34 -2.58
H10 -0.98 -0.65 -1.92
H11 -0.16 -3.59 -1.87
H12 -1.26 -2.87 -3.06
H13 -1.83 -2.95 -0.21
H14 -4.09 -3.24 -1.02
H15 -3.47 -2.78 -2.62
H16 -3.11 -0.41 -3.13
H17 -3.40 1.92 -2.53
H18 -3.40 4.80 -0.35
H19 -4.01 4.10 -1.86
H20 -2.45 3.57 -1.20
H21 -4.94 4.28 1.11
H22 -5.52 2.64 1.38
H23 -3.89 3.11 1.93
H24 -4.47 0.73 1.45
H25 -4.15 -1.58 0.83
H26 1.42 0.65 -2.11
H27 3.65 1.67 -2.06
H28 6.26 0.61 1.36
H29 8.44 1.74 0.97
H30 7.94 2.13 -0.68
H31 7.09 2.84 0.69
H32 8.12 -0.78 0.49
H33 6.60 -1.33 -0.22
H34 7.71 -0.33 -1.17
H35 4.74 -0.88 1.20
H36 2.53 -1.87 1.15